# 1
Below is a cluster of 2 separate species, C5H11N2O2 in total at a distorted geometry, with properties calculated with the ωB97M-V functional and the def2-TZVPD basis.

Output
Energy above the lowest of the compared OMol25 structures with the same formula, charge and spin, kcal/mol: 86.8
HOMO level, eV: -12.20

The geometry in ORCA input format:
```
! wB97M-V def2-TZVPD RIJCOSX def2/J DEFGRID3
* xyz 1 1
C 0.750 -0.209 -0.434
C -1.217 0.947 -0.190
C 1.811 0.556 -0.101
C -2.548 0.380 -0.410
C 0.263 -2.258 0.792
N 1.819 1.848 0.246
N 0.423 -1.469 -0.418
O 3.046 0.062 -0.307
O -1.087 2.187 0.036
H -3.330 1.146 -0.441
H -2.759 -0.318 0.403
H -2.562 -0.208 -1.326
H 1.051 -2.014 1.501
H -0.704 -2.063 1.260
H 0.316 -3.319 0.544
H 0.965 2.365 0.328
H 2.700 2.332 0.187
H -0.093 -1.825 -1.218
H 3.064 -0.883 -0.496
H -1.907 2.743 0.046
*
```

=====

# 2
Below is the ion C5H11N2O2 with charge +1 at a distorted geometry, with properties calculated with the ωB97M-V functional and the def2-TZVPD basis.

Output
Energy above the lowest of the compared OMol25 structures with the same formula, charge and spin, kcal/mol: 42.1
HOMO level, eV: -14.02

The geometry in ORCA input format:
```
! wB97M-V def2-TZVPD RIJCOSX def2/J DEFGRID3
* xyz 1 1
C 2.131 0.096 0.060
C -0.469 -0.823 0.111
C -0.285 0.767 -0.006
C -0.912 -1.583 -1.138
C -0.992 1.518 1.057
N 1.665 -1.070 -0.024
N 1.172 1.032 0.175
O -0.648 -1.125 1.369
O -0.669 1.137 -1.323
H 3.164 0.359 0.015
H -1.018 -0.963 -1.903
H -1.910 -1.956 -1.088
H -0.255 -2.415 -1.312
H -2.121 1.360 1.115
H -0.902 2.581 0.931
H -0.606 1.220 2.081
H 2.251 -1.897 -0.052
H 1.472 2.061 0.268
H -1.137 -1.880 1.535
H 0.068 1.581 -1.871
*
```

=====

# 3
Below is an isolated molecule of C5H11N3, with properties calculated with the ωB97M-V functional and the def2-TZVPD basis.

Output
Energy above the lowest of the compared OMol25 structures with the same formula, charge and spin, kcal/mol: 108.1
HOMO level, eV: -8.80

The geometry in ORCA input format:
```
! wB97M-V def2-TZVPD RIJCOSX def2/J DEFGRID3
* xyz 0 1
C -0.207 -1.154 1.453
C 0.370 1.193 1.742
N -0.058 0.157 0.811
C 0.461 0.210 -0.502
N -0.201 -0.259 -2.901
C -1.713 0.028 -0.996
C -0.441 -0.569 -1.506
N 1.390 0.947 -0.940
H 1.884 1.460 -0.213
H 0.793 -0.327 -3.100
H -0.465 0.708 -3.062
H -2.166 -0.662 -0.267
H -0.299 -1.649 -1.363
H -0.466 -1.917 0.725
H 0.725 -1.453 1.950
H -1.001 -1.105 2.199
H 0.286 2.170 1.266
H 1.400 1.047 2.093
H -0.290 1.175 2.609
*
```

=====

# 4
Below is a cluster of 2 separate species, C5H11N3 in total at a distorted geometry, with properties calculated with the ωB97M-V functional and the def2-TZVPD basis.

Output
Energy above the lowest of the compared OMol25 structures with the same formula, charge and spin, kcal/mol: 102.2
SMILES string: CC(C)=C=N.[H]/N=N\C
HOMO level, eV: -8.03

The geometry in ORCA input format:
```
! wB97M-V def2-TZVPD RIJCOSX def2/J DEFGRID3
* xyz 0 1
C 2.379 -0.840 0.240
C 1.182 0.072 -1.659
C 1.028 1.163 0.678
C -3.100 0.283 0.636
C 1.513 0.050 -0.252
N 3.149 -1.666 0.735
N -3.103 -0.697 -0.436
N -2.332 -1.594 -0.388
H 0.334 0.674 -1.901
H 2.091 0.606 -2.008
H 1.171 -0.821 -2.153
H 1.585 1.165 1.570
H 0.064 1.033 1.025
H 1.052 2.110 0.171
H -2.475 -0.041 1.392
H -2.871 1.155 0.175
H -4.071 0.436 0.906
H 4.084 -1.528 0.873
H -1.681 -1.561 0.396
*
```

=====

# 5
Below is an isolated molecule of C5H11N3 at a distorted geometry, with properties calculated with the ωB97M-V functional and the def2-TZVPD basis.

Output
Energy above the lowest of the compared OMol25 structures with the same formula, charge and spin, kcal/mol: 93.3
SMILES string: C1=N\CCCCNN/1
HOMO level, eV: -8.49

The geometry in ORCA input format:
```
! wB97M-V def2-TZVPD RIJCOSX def2/J DEFGRID3
* xyz 0 1
C 1.241 -0.444 -1.361
C -0.084 -1.177 -0.963
C -1.369 -0.287 -1.157
C -1.172 0.623 1.075
C 1.518 0.646 -0.268
H 1.310 -0.078 -2.426
H 2.060 -1.103 -1.400
H -0.278 -2.214 -1.501
H 0.028 -1.497 0.251
H -1.396 0.341 -2.068
H -2.256 -0.937 -1.326
H -1.710 0.993 1.894
H 0.056 0.698 2.561
H 1.484 -0.918 1.218
H 0.758 1.621 -0.086
H 2.616 0.832 -0.267
N -1.808 0.600 -0.102
N 0.003 0.213 1.745
N 1.308 0.057 1.101
*
```

=====

# 6
Below is a structure of composition C5H11N3 at a distorted geometry, with properties calculated with the ωB97M-V functional and the def2-TZVPD basis.

Output
Energy above the lowest of the compared OMol25 structures with the same formula, charge and spin, kcal/mol: 133.5
HOMO level, eV: -8.67

The geometry in ORCA input format:
```
! wB97M-V def2-TZVPD RIJCOSX def2/J DEFGRID3
* xyz 0 1
C -1.621 -1.868 -0.414
C -0.608 -2.188 1.700
C -0.055 -0.191 0.335
C 0.844 1.670 -0.479
C 1.812 1.743 -1.592
H -1.631 -3.347 -0.389
H -0.919 -1.422 -1.571
H -2.782 -1.447 0.020
H -1.645 -2.672 1.958
H 0.077 -3.218 1.748
H -0.360 -1.570 2.543
H 0.436 0.255 1.187
H 2.752 1.032 -1.381
H 2.307 2.677 -1.475
H 1.317 1.666 -2.689
H -0.233 2.234 0.897
N -0.748 -1.350 0.532
N -0.114 0.468 -0.767
N 0.640 2.428 0.499
*
```

=====

# 7
Below is a cluster of 3 separate species, C5H11N3 in total at a distorted geometry, with properties calculated with the ωB97M-V functional and the def2-TZVPD basis.

Output
Energy above the lowest of the compared OMol25 structures with the same formula, charge and spin, kcal/mol: 114.5
HOMO level, eV: -6.90

The geometry in ORCA input format:
```
! wB97M-V def2-TZVPD RIJCOSX def2/J DEFGRID3
* xyz 0 1
C -0.622 1.160 1.295
N -1.546 -0.568 -0.278
C 0.825 -0.824 0.588
C -0.332 0.027 0.341
N 1.712 -0.468 1.566
N 0.969 -1.888 -0.168
C -0.761 0.217 -1.161
C -1.118 1.273 -1.923
H -1.412 -1.567 -0.423
H 2.609 -0.922 1.609
H 1.637 0.426 2.020
H 0.635 -1.442 -1.462
H 1.868 -2.356 -0.077
H 0.161 -0.761 -1.941
H -1.508 1.691 0.954
H -0.808 0.795 2.308
H 0.197 1.885 1.328
H -2.123 1.332 -2.315
H -0.383 1.990 -2.260
*
```

=====

# 8
Below is a structure of composition C5H11N3 at a distorted geometry, with properties calculated with the ωB97M-V functional and the def2-TZVPD basis.

Output
Energy above the lowest of the compared OMol25 structures with the same formula, charge and spin, kcal/mol: 107.2
HOMO level, eV: -9.00

The geometry in ORCA input format:
```
! wB97M-V def2-TZVPD RIJCOSX def2/J DEFGRID3
* xyz 0 1
C -0.141 -1.767 -0.631
C 0.608 1.810 -1.388
N -0.359 -0.890 0.507
C -0.620 0.372 0.559
C 0.938 0.912 -0.256
N -1.681 -1.716 1.413
C 2.113 0.649 0.276
N -1.282 1.285 1.069
H -2.591 -1.307 1.183
H -1.507 -1.474 2.390
H -2.042 1.015 1.685
H -1.012 -1.786 -1.288
H -0.001 -2.769 -0.227
H 0.751 -1.464 -1.175
H 1.503 2.324 -1.751
H 0.169 1.251 -2.218
H -0.117 2.558 -1.066
H 2.254 -0.109 1.033
H 3.018 1.105 -0.115
*
```

=====

# 9
Below is an isolated molecule of C5H11N3O at a distorted geometry, with properties calculated with the ωB97M-V functional and the def2-TZVPD basis.

Output
Energy above the lowest of the compared OMol25 structures with the same formula, charge and spin, kcal/mol: 49.6
SMILES string: COC(N)(N)C(C)=C=N
HOMO level, eV: -8.56

The geometry in ORCA input format:
```
! wB97M-V def2-TZVPD RIJCOSX def2/J DEFGRID3
* xyz 0 1
C 1.611 1.259 -1.082
C -0.968 -1.701 1.298
C 0.411 -1.466 -0.752
C -0.494 0.572 0.187
C -0.271 -0.926 0.216
N -1.874 0.867 0.025
N -0.001 1.169 1.371
O 0.225 1.021 -1.104
N 1.232 -2.116 -1.388
H -0.088 2.178 1.371
H -2.207 0.485 -0.858
H -2.042 1.863 0.034
H 0.950 0.894 1.577
H 1.007 -2.456 -2.314
H 2.169 0.337 -0.900
H 1.897 1.996 -0.318
H 1.875 1.670 -2.056
H -0.593 -1.398 2.279
H -0.802 -2.770 1.144
H -2.038 -1.479 1.270
*
```

=====

# 10
Below is an isolated molecule of C5H11N3O at a distorted geometry, with properties calculated with the ωB97M-V functional and the def2-TZVPD basis.

Output
Energy above the lowest of the compared OMol25 structures with the same formula, charge and spin, kcal/mol: 29.0
SMILES string: CN/C(N)=C(/N)C(C)=O
HOMO level, eV: -7.61

The geometry in ORCA input format:
```
! wB97M-V def2-TZVPD RIJCOSX def2/J DEFGRID3
* xyz 0 1
C 1.750 -1.426 0.348
C 0.822 1.994 -0.828
N 0.701 -1.169 -0.635
C -0.549 -0.802 -0.194
C -0.956 0.414 0.259
C -0.068 1.631 0.329
N -1.464 -1.840 -0.193
N -2.212 0.573 0.871
O -0.144 2.365 1.322
H 1.058 -0.530 -1.339
H -1.152 -2.545 -0.855
H -2.393 -1.493 -0.428
H -2.465 -0.310 1.318
H -2.133 1.311 1.578
H 2.473 -2.134 -0.067
H 2.276 -0.497 0.592
H 1.343 -1.852 1.272
H 1.868 1.864 -0.539
H 0.602 1.404 -1.719
H 0.641 3.041 -1.091
*
```

=====

# 11
Below is a cluster of 3 separate species, C5H11N3O in total at a distorted geometry, with properties calculated with the ωB97M-V functional and the def2-TZVPD basis.

Output
Energy above the lowest of the compared OMol25 structures with the same formula, charge and spin, kcal/mol: 179.3
HOMO level, eV: -8.89

The geometry in ORCA input format:
```
! wB97M-V def2-TZVPD RIJCOSX def2/J DEFGRID3
* xyz 0 1
C 0.247 1.666 0.165
C -0.932 0.848 -0.649
C -0.529 -0.549 -0.005
C 0.406 0.348 0.958
C 0.297 -1.184 -1.186
H 0.372 2.437 2.312
H 0.323 3.724 0.213
H 1.220 1.800 -0.411
H -0.673 0.761 -1.851
H -2.007 1.233 -0.361
H -0.767 -2.082 1.156
H -1.667 -2.214 -0.391
H 1.453 0.010 1.021
H -0.102 0.171 1.920
H 1.113 -2.504 0.159
H 1.701 -2.888 -1.366
N -0.316 2.754 0.956
N -1.433 -1.428 0.581
N 1.129 -2.219 -0.904
O 0.166 -0.685 -2.316
*
```

=====

# 12
Below is a cluster of 2 separate species, C5H11N3O2 in total at a distorted geometry, with properties calculated with the ωB97M-V functional and the def2-TZVPD basis.

Output
Energy above the lowest of the compared OMol25 structures with the same formula, charge and spin, kcal/mol: 60.7
SMILES string: [H]/N=C\NN=C.COC(C)=O
HOMO level, eV: -9.24

The geometry in ORCA input format:
```
! wB97M-V def2-TZVPD RIJCOSX def2/J DEFGRID3
* xyz 0 1
C -0.264 2.371 0.331
C 0.321 1.613 -1.829
C 1.115 0.591 -2.607
C 0.636 -3.301 0.307
C -0.990 -0.666 1.866
H -1.335 2.509 0.090
H -0.118 2.057 1.369
H 0.270 3.315 0.192
H 0.815 0.581 -3.669
H 2.172 0.918 -2.513
H 0.963 -0.431 -2.215
H 1.219 -4.200 0.503
H 0.592 -2.965 -0.754
H -0.238 -0.977 -0.004
H -1.583 0.208 1.533
H -0.249 -1.689 3.267
N 0.171 -2.574 1.231
N -0.574 -1.493 0.813
N -0.803 -0.837 3.107
O 0.314 1.319 -0.503
O -0.188 2.601 -2.279
*
```

=====

Number 1: frontier orbital gap 8.51 eV. Number 2: frontier orbital gap 10.13 eV. Number 3: frontier orbital gap 8.80 eV. Number 4: frontier orbital gap 8.84 eV. Number 5: frontier orbital gap 9.54 eV. Number 6: frontier orbital gap 9.33 eV. Number 7: frontier orbital gap 7.58 eV. Number 8: frontier orbital gap 9.73 eV. Number 9: frontier orbital gap 9.45 eV. Number 10: frontier orbital gap 8.31 eV. Number 11: frontier orbital gap 9.19 eV. Number 12: frontier orbital gap 9.86 eV.